Entry 1:
Computed, not measured: a structure of composition C12H5Cl4F3NNdO5S at a distorted geometry, with ωB97M-V/def2-TZVPD.

Output
2S+1: 4
HOMO-LUMO gap (alpha / beta) (Eh): 0.3001 / 0.3054
Largest force on an atom (hartree/bohr): 0.08461
HOMO level (alpha / beta) (eV): -8.85 / -8.86

Geometry as XYZ:
```
32
Properties=species:S:1:pos:R:3:lowdin_spin:R:1
Nd -0.6628 -0.0890 -1.5712 3.03
Cl 6.7726 -2.2908 -0.7169 0.00
C 5.0063 -2.0428 -0.7245 0.00
C 4.5740 -0.7790 -0.3931 0.00
C 3.3100 -0.4115 -0.7786 0.00
Cl 2.7157 1.1764 -0.5553 0.00
C 2.4350 -1.4185 -1.2033 0.00
O 1.1444 -1.1428 -1.3083 -0.01
C 2.9106 -2.6880 -1.4542 0.00
Cl 1.8291 -3.9131 -2.0103 0.00
C 4.2237 -3.0401 -1.2653 0.00
H 5.3357 -0.0211 -0.1239 0.00
H 4.7257 -3.9652 -1.4613 0.00
F -5.8231 -0.0522 1.4197 0.00
C -4.7763 -0.5993 2.0770 0.00
F -4.7322 -1.7886 1.7077 0.00
F -5.1586 -0.5700 3.4178 0.00
C -3.4983 0.1726 1.8964 0.00
C -3.2268 1.1603 2.8577 0.00
C -2.0891 1.8851 2.7040 0.00
C -1.2535 1.6020 1.5858 0.00
N -1.5270 0.6010 0.7068 -0.01
C -2.6250 -0.0911 0.7946 0.00
S -2.8924 -1.2264 -0.5156 -0.01
H -3.9907 1.4689 3.5737 0.00
H -1.6981 2.6584 3.4229 0.00
H -0.3454 2.1577 1.4855 0.00
O 1.1944 3.1981 -2.9015 0.00
Cl -0.1181 2.7076 -2.7437 0.00
O -0.2055 1.4111 -3.4242 0.00
O -0.4229 2.3094 -1.3128 0.00
O -1.1315 3.6206 -3.1858 0.00
```


Entry 2:
Computed, not measured: the ion C12H6F2N3O2S with charge -1 at a distorted geometry, with ωB97M-V/def2-TZVPD.

Output
2S+1: 1
HOMO-LUMO gap (Eh): 0.2090
Energy above the lowest of the compared OMol25 structures with the same formula, charge and spin (eV): 3.058
SMILES: N#CC(C#N)[C@H]1C=CC2=C([O-])N(SC(F)F)C(=O)C2=C1
Net charge: -1
Largest force on an atom (hartree/bohr): 0.07116
HOMO level (eV): -3.64

Geometry as XYZ:
```
26
Properties=species:S:1:pos:R:3:nbo_charge:R:1
N 3.2251 2.6402 -1.9667 -0.32
C 2.3301 2.4414 -1.2498 0.30
C 1.2897 2.3110 -0.2028 -0.42
C 1.5338 3.4963 0.6667 0.31
N 1.6867 4.4652 1.3013 -0.33
C 1.3851 0.9673 0.5848 -0.27
C 0.6537 1.1681 1.8409 -0.31
C -0.4843 0.4769 2.1132 -0.13
C -1.1305 -0.1502 1.0325 -0.31
C -2.0205 -1.3421 0.9235 0.62
O -2.7333 -1.8896 1.7022 -0.60
N -1.8382 -1.7710 -0.4558 -0.56
S 0.1581 -2.2978 -0.5929 0.18
C -0.8767 -3.6687 -1.3100 0.42
F -0.1037 -4.5817 -1.9619 -0.37
F -1.6387 -4.3281 -0.3790 -0.35
C -1.6333 -0.5759 -1.1881 0.66
O -2.0666 -0.3195 -2.2868 -0.55
C -0.7218 0.2100 -0.2640 -0.11
C 0.6447 0.1922 -0.4542 -0.22
H 0.2659 2.4095 -0.6530 0.31
H 2.4364 0.6945 0.6602 0.23
H 1.0068 1.8965 2.5682 0.21
H -0.9540 0.5243 3.0909 0.21
H -1.4656 -3.1006 -2.0489 0.16
H 1.0512 0.1317 -1.4703 0.22
```


Entry 3:
Computed, not measured: a structure of composition C12H7BrF3LiNS, with ωB97M-V/def2-TZVPD.

Output
2S+1: 1
HOMO-LUMO gap (Eh): 0.2767
Energy above the lowest of the compared OMol25 structures with the same formula, charge and spin (eV): 0.000
Net charge: -1
Largest force on an atom (hartree/bohr): 0.00221
HOMO level (eV): -4.73

Geometry as XYZ:
```
26
Properties=species:S:1:pos:R:3:nbo_charge:R:1
Li -0.5703 0.0206 1.8209 0.80
F 4.4626 1.2701 4.0167 -0.33
C 4.2808 0.0126 3.5512 0.99
F 5.5331 -0.4663 3.3094 -0.35
F 3.8046 -0.7166 4.5592 -0.31
C 3.4506 -0.0131 2.2990 -0.26
C 4.1275 0.0142 1.0956 -0.12
C 3.4321 0.0112 -0.1055 -0.34
C 2.0521 -0.0274 -0.0252 0.08
N 1.3815 -0.0259 1.1163 -0.56
C 2.0283 0.0105 2.3122 0.09
S 1.0340 0.1164 3.7073 -0.41
H 5.2094 0.0245 1.0934 0.22
H 3.9410 0.0256 -1.0582 0.21
H 1.4427 -0.0550 -0.9234 0.19
Br -6.3381 -0.0965 -1.8368 -0.03
C -4.7395 -0.0654 -0.7796 -0.08
C -4.8190 -0.2885 0.5820 -0.28
C -3.6423 -0.2600 1.3292 -0.25
C -2.3629 -0.0186 0.7938 -0.47
C -2.3782 0.1970 -0.5968 -0.25
C -3.5252 0.1802 -1.3903 -0.28
H -5.7779 -0.4799 1.0486 0.20
H -3.7502 -0.4392 2.3976 0.18
H -1.4416 0.3955 -1.1182 0.17
H -3.4758 0.3542 -2.4585 0.20
```


Entry 4:
Computed, not measured: a structure of composition C12H7Cl5NNiSe2Te2, with ωB97M-V/def2-TZVPD.

Output
2S+1: 3
HOMO-LUMO gap (alpha / beta) (Eh): 0.2239 / 0.2271
Energy above the lowest of the compared OMol25 structures with the same formula, charge and spin (eV): 0.000
Net charge: -1
Largest force on an atom (hartree/bohr): 0.00917
HOMO level (alpha / beta) (eV): -3.85 / -4.21

Geometry as XYZ:
```
30
Properties=species:S:1:pos:R:3:nbo_charge:R:1
Ni 0.9051 1.3762 1.1819 1.00
Se 4.1898 -0.0061 -0.9940 -0.74
Te 3.1608 2.0172 -0.0631 0.13
Te 3.1920 1.3693 2.6859 0.00
Se 0.9460 2.2779 3.4478 -0.67
Cl -2.1055 -0.1693 1.1184 -0.03
C -2.0316 1.4208 0.3781 0.03
C -0.8307 2.1117 0.3853 -0.46
C -0.8909 3.3963 -0.1478 -0.07
Cl 0.5413 4.4014 -0.0937 0.00
C -2.0367 3.9487 -0.7061 -0.10
Cl -2.0311 5.5394 -1.3807 0.03
C -3.2066 3.1942 -0.7282 -0.09
Cl -4.6401 3.8382 -1.4404 0.03
C -3.2108 1.9203 -0.1649 -0.13
Cl -4.6733 0.9998 -0.1677 0.02
C 0.8710 -4.5790 -0.9039 -0.63
C 0.8828 -3.1626 -0.4116 0.04
C 0.7330 -2.0914 -1.2733 -0.25
C 0.7853 -0.8013 -0.7739 0.11
N 0.9445 -0.5446 0.5197 -0.55
C 1.0944 -1.5714 1.3610 0.07
C 1.0734 -2.8813 0.9393 -0.26
H 0.5397 -4.6350 -1.9392 0.22
H 0.2088 -5.1957 -0.2948 0.22
H 1.8712 -5.0113 -0.8431 0.23
H 0.6001 -2.2442 -2.3355 0.22
H 0.6871 0.0615 -1.4201 0.22
H 1.2293 -1.3035 2.4027 0.22
H 1.2018 -3.6763 1.6616 0.21
```


Entry 5:
Computed, not measured: a cluster of 2 separate species, C12H7ClF7N3O7PS4 in total at a distorted geometry, with ωB97M-V/def2-TZVPD.

Output
2S+1: 1
HOMO-LUMO gap (Eh): 0.1286
Net charge: -1
Largest force on an atom (hartree/bohr): 0.16584
HOMO level (eV): -4.39

Geometry as XYZ:
```
42
Properties=species:S:1:pos:R:3:nbo_charge:R:1
O -4.4122 -1.9107 2.8706 -0.85
S -3.6654 -1.7572 1.5582 2.23
O -4.0678 -2.7462 0.5119 -0.84
F -4.1477 -0.2389 0.9682 -0.46
C -1.8098 -1.7635 1.8314 -0.33
C -1.1137 -2.6825 2.9030 -0.31
P -2.1482 -3.8850 3.9236 1.18
O -1.1951 -5.1860 4.5433 -0.96
Cl -3.5264 -4.9660 2.6791 -0.29
C 0.4652 -2.4808 3.0319 -0.36
S 1.4225 -3.4331 4.3234 1.91
O 0.6871 -3.3043 5.6538 -0.84
O 2.7867 -2.8161 4.6065 -0.84
C 1.7707 -5.2000 3.8309 0.77
F 0.9983 -5.6642 2.7351 -0.32
F 3.1392 -5.2559 3.4070 -0.31
F 1.6904 -6.0340 4.9742 -0.29
C 1.2289 -1.4842 2.0929 0.28
N 2.7116 -1.2893 2.1415 -0.48
C 3.2395 -1.9365 1.1387 0.28
S 3.8347 -2.5739 -0.2608 0.12
C 0.5152 -0.5974 1.0005 0.03
N 1.2059 0.3129 0.0947 -0.53
S -0.1288 0.9272 -0.7973 1.07
N -1.4992 0.1292 -0.1331 -0.57
C -1.0369 -0.7567 0.9056 0.21
H -1.2061 -5.8894 3.8383 0.50
C 0.2974 6.4378 -5.0277 -0.65
C -0.9039 5.5254 -4.8498 -0.07
O -0.5925 4.1462 -4.9455 -0.58
C -0.0363 3.4666 -3.7848 0.32
O -0.7745 3.6718 -2.7111 -0.90
C 1.4908 3.7663 -3.5574 0.91
F 2.1577 3.8503 -4.7429 -0.36
F 2.0967 2.7575 -2.8757 -0.36
F 1.7632 4.9045 -2.8861 -0.34
H 0.9654 6.0661 -5.8086 0.21
H -0.0290 7.4490 -5.2905 0.19
H 0.8715 6.5212 -4.1060 0.22
H -1.5880 5.7222 -5.6827 0.15
H -1.4616 5.7688 -3.9402 0.19
H 0.0041 2.4287 -4.1641 0.09
```


Entry 6:
Computed, not measured: a structure of composition C12H7N2O2S2Tl, with ωB97M-V/def2-TZVPD.

Output
2S+1: 1
HOMO-LUMO gap (Eh): 0.1723
Largest force on an atom (hartree/bohr): 0.00271
HOMO level (eV): -8.18

Geometry as XYZ:
```
26
Properties=species:S:1:pos:R:3:nbo_charge:R:1
Tl 0.0783 2.4241 -0.1739 0.84
S -2.2545 2.8877 1.8456 0.28
C -1.3377 3.0316 3.1711 -0.31
C -1.5188 4.1655 4.0432 0.21
N -1.6638 5.0753 4.7299 -0.21
C -0.2644 2.0844 3.5378 -0.29
S 0.2811 0.9146 2.5599 0.28
C 0.3624 2.2838 4.8221 0.20
N 0.8682 2.4225 5.8443 -0.21
C 2.7371 -1.4575 -0.6375 -0.71
C 1.5261 -0.5740 -0.8409 0.61
O 1.5991 0.5616 -0.3376 -0.70
C 0.3841 -1.0734 -1.5772 -0.34
C 0.4544 -2.3855 -2.1123 -0.08
C -0.5615 -2.9459 -2.8321 -0.31
C -1.7274 -2.1887 -3.0545 -0.15
C -1.8411 -0.9227 -2.5599 -0.29
C -0.8053 -0.3066 -1.7980 0.45
O -1.0323 0.8862 -1.3609 -0.83
H 3.4685 -0.9005 -0.0590 0.24
H 3.1773 -1.7495 -1.5910 0.24
H 2.4681 -2.3682 -0.1014 0.23
H 1.3479 -2.9707 -1.9469 0.20
H -0.4701 -3.9493 -3.2232 0.21
H -2.5443 -2.6147 -3.6244 0.21
H -2.7316 -0.3299 -2.7232 0.22
```


Entry 7:
Computed, not measured: a structure of composition C12H7N2O5Pd at a distorted geometry, with ωB97M-V/def2-TZVPD.

Output
2S+1: 3
HOMO-LUMO gap (alpha / beta) (Eh): 0.2998 / 0.2642
Energy above the lowest of the compared OMol25 structures with the same formula, charge and spin (eV): 0.640
Net charge: +1
Largest force on an atom (hartree/bohr): 0.13846
HOMO level (alpha / beta) (eV): -11.96 / -12.50

Geometry as XYZ:
```
27
Properties=species:S:1:pos:R:3:nbo_charge:R:1
O -3.3897 -0.1491 -1.0947 -0.40
C -2.3218 -0.4043 -1.3964 0.40
Pd -0.8277 -0.9780 -2.1337 0.60
C -0.0404 -2.7211 -1.5384 0.43
O 0.4470 -3.7021 -1.1451 -0.40
C -1.6881 2.9924 -1.1636 0.03
O -1.4523 2.8046 -2.3990 -0.48
C -1.7153 2.2238 -0.0280 0.64
O -2.0179 1.4839 0.8309 -0.37
C -1.6154 -1.7537 -3.8500 0.51
O -1.9779 -2.1939 -4.8667 -0.37
H -1.7902 3.9630 -0.9194 0.19
N 2.2013 1.0638 0.0061 -0.52
C 1.4663 0.7180 -1.0748 0.25
N 0.4936 -0.0886 -0.6937 -0.55
C 0.5631 -0.2930 0.6824 0.05
C -0.1290 -1.1705 1.5144 -0.21
C 0.3490 -1.3125 2.8203 -0.19
C 1.4324 -0.5485 3.2880 -0.18
C 2.0982 0.3586 2.4537 -0.23
C 1.6585 0.4536 1.1410 0.16
H 3.0262 1.6541 -0.0317 0.44
H 1.6726 1.0283 -2.1016 0.24
H -0.9910 -1.7052 1.1111 0.23
H -0.1354 -2.0262 3.4854 0.24
H 1.7532 -0.6754 4.3230 0.24
H 2.9306 0.9777 2.7806 0.24
```